Record 1
{
  "formula": "C22H32BN7Sr",
  "method": "the ωB97M-V functional and the def2-TZVPD basis",
  "gap_ha": 0.2350,
  "multiplicity": 1,
  "charge": 0,
  "symbols": ["H", "N", "B", "N", "C", "Sr", "H", "C", "H", "C", "H", "C", "H", "H", "H", "N", "N", "N", "N", "C", "C", "H", "H", "C", "C", "C", "C", "H", "H", "H", "H", "H", "C", "C", "C", "C", "C", "C", "C", "C", "N", "C", "C", "C", "C", "H", "H", "H", "H", "H", "H", "H", "H", "H", "H", "H", "H", "H", "H", "H", "H", "H", "H"],
  "coordinates": [[0.6383, 2.9411, -1.1623], [0.1735, 1.3239, -2.4694], [-0.2857, -0.1203, -4.5500], [0.1060, 1.2434, -3.8562], [0.3934, 2.4556, -4.3919], [-0.0005, -0.5032, -0.6814], [0.4049, 2.6013, -5.4570], [0.6517, 3.3514, -3.3532], [0.9241, 4.3885, -3.4414], [0.5007, 2.6041, -2.1779], [-0.2860, 0.0186, -5.7481], [-1.7437, -2.5239, 0.6473], [-1.5011, -2.7776, 1.7321], [-0.9334, -3.1708, 0.1469], [-2.5851, -2.8800, -0.0174], [-1.7253, -0.5006, -4.0584], [0.7199, -1.2560, -4.1446], [-1.9852, -0.6353, -2.7160], [0.8064, -1.5993, -2.7997], [-2.8446, -0.7870, -4.7605], [1.5165, -2.0857, -4.8586], [-2.8326, -0.7398, -5.8215], [1.5976, -2.0044, -5.9302], [-3.8634, -1.1006, -3.8727], [2.1311, -2.9901, -3.9805], [-3.2818, -1.0001, -2.6051], [1.6460, -2.6548, -2.7121], [-4.8861, -1.3862, -4.1125], [2.8233, -3.7779, -4.2158], [-3.7285, -1.1902, -1.6387], [1.8606, -3.1237, -1.7679], [-2.2400, -1.5483, 0.8600], [-0.5938, 1.3809, 6.2164], [-0.5581, 1.5576, 4.7246], [-1.2439, 2.5795, 4.0820], [-1.2211, 2.7383, 2.7046], [-1.9520, 3.9061, 2.1057], [-0.5222, 1.8263, 1.9385], [0.2358, 0.7578, 2.5400], [0.1864, 0.6762, 3.9639], [0.9207, -0.0901, 1.7157], [2.0507, -0.9982, 2.0706], [3.1287, -0.2347, 2.8358], [1.5426, -2.1993, 2.8698], [2.6670, -1.5434, 0.7680], [-0.1458, 2.2343, 6.7326], [-1.6212, 1.3077, 6.5836], [-0.0548, 0.4816, 6.5170], [-1.7842, 3.3016, 4.7080], [-3.0097, 3.9206, 2.3864], [-1.5188, 4.8537, 2.4412], [-1.8933, 3.8860, 1.0211], [-0.4995, 1.9601, 0.8466], [0.7791, -0.0985, 4.4620], [2.7738, 0.1179, 3.8065], [3.9975, -0.8609, 3.0425], [3.4556, 0.6457, 2.2659], [0.7054, -2.6991, 2.3650], [2.3460, -2.9278, 3.0173], [1.2055, -1.9384, 3.8747], [1.9746, -2.2522, 0.2816], [2.9072, -0.7327, 0.0605], [3.5706, -2.1285, 0.9663]],
  "lowdin_charge": [0.0974, -0.0916, -0.4692, -0.0316, -0.0727, 1.3841, 0.1159, -0.0685, 0.0892, -0.1541, 0.1121, -0.1355, 0.0478, 0.0640, 0.0349, -0.0392, -0.0212, -0.0214, -0.1019, -0.0828, -0.0650, 0.1086, 0.1189, -0.0776, -0.0640, -0.1612, -0.1627, 0.0939, 0.0887, 0.0923, 0.0866, 0.0435, -0.0579, -0.2962, -0.0631, -0.3099, -0.0588, -0.0343, -0.3185, -0.0191, -0.1257, -0.6547, -0.0499, -0.0521, -0.0912, 0.0787, 0.0776, 0.0694, 0.1170, 0.0795, 0.0815, 0.0637, 0.0657, 0.0819, 0.0677, 0.0783, 0.0919, 0.0602, 0.0824, 0.0673, 0.0362, 0.0833, 0.0913]
}


Record 2
{
  "formula": "C14H26F6O8P",
  "method": "the ωB97M-V functional and the def2-TZVPD basis",
  "gap_ha": 0.3585,
  "multiplicity": 1,
  "charge": -1,
  "symbols": ["P", "F", "F", "F", "F", "F", "F", "O", "C", "O", "C", "C", "C", "H", "H", "H", "H", "H", "H", "O", "C", "O", "C", "C", "C", "H", "H", "H", "H", "H", "H", "O", "C", "O", "C", "C", "C", "H", "H", "H", "H", "H", "H", "C", "O", "H", "H", "H", "H", "C", "O", "H", "H", "H", "H"],
  "coordinates": [[23.3167, 21.4196, -16.6583], [23.6491, 22.4304, -15.4282], [21.7224, 21.6918, -16.5067], [23.3577, 22.6366, -17.7007], [23.0846, 20.3418, -17.8594], [24.9090, 21.1287, -16.8124], [23.1503, 20.2114, -15.5915], [28.3417, 18.5042, -20.6877], [27.5575, 18.1473, -19.8619], [26.5488, 17.2926, -20.1580], [25.6665, 17.0598, -19.0393], [26.2231, 17.8750, -17.8627], [27.5239, 18.5154, -18.3954], [25.8322, 15.9867, -18.8950], [24.6020, 17.2394, -19.1588], [26.2786, 17.3479, -16.9160], [25.5451, 18.7215, -17.7086], [28.3901, 18.1788, -17.8317], [27.4565, 19.6018, -18.3655], [21.1519, 20.0703, -22.5666], [22.0954, 20.1552, -21.8355], [22.7046, 21.3484, -21.6147], [23.9873, 21.1518, -20.9976], [24.2401, 19.6467, -21.1128], [22.8533, 19.0460, -21.0947], [24.0320, 21.4740, -19.9597], [24.7561, 21.6675, -21.5699], [24.8714, 19.2551, -20.3161], [24.7466, 19.4085, -22.0494], [22.3484, 19.0947, -20.1224], [22.6319, 18.1363, -21.6396], [28.2553, 19.2742, -11.8427], [27.7351, 19.5048, -12.8909], [26.4087, 19.6177, -13.0420], [26.0325, 19.6922, -14.4281], [27.3046, 20.0390, -15.2063], [28.4331, 19.6964, -14.2126], [25.2518, 20.4260, -14.5631], [25.6540, 18.7509, -14.8314], [27.3284, 21.0804, -15.5157], [27.3288, 19.3986, -16.0792], [29.2126, 20.4526, -14.1526], [28.9507, 18.7821, -14.5082], [20.7676, 23.9793, -14.1966], [22.1070, 24.0004, -13.7404], [20.4860, 24.9755, -14.5631], [20.6512, 23.3290, -15.0690], [20.0857, 23.6644, -13.4085], [22.6533, 23.4765, -14.3316], [26.9818, 23.7848, -17.2422], [26.3229, 23.2355, -18.3743], [26.2746, 23.9779, -16.4337], [27.7481, 23.0961, -16.8575], [27.4961, 24.6827, -17.5762], [25.6989, 22.5860, -18.0320]],
  "lowdin_charge": [0.1791, -0.1591, -0.1583, -0.1323, -0.1649, -0.1641, -0.1558, 0.1218, -0.4936, 0.0065, -0.1433, -0.1440, -0.0742, 0.1219, 0.1154, 0.1104, 0.0961, 0.1238, 0.1237, 0.1080, -0.4876, 0.0313, -0.1334, -0.1499, -0.0727, 0.1030, 0.1262, 0.0885, 0.1266, 0.1280, 0.1212, 0.1111, -0.5082, 0.0504, -0.1377, -0.1327, -0.0617, 0.0914, 0.1200, 0.1013, 0.0625, 0.1217, 0.1218, -0.1718, -0.1276, 0.0692, 0.0638, 0.0675, 0.0239, -0.1620, -0.1335, 0.0804, 0.0613, 0.0727, 0.0183]
}


Record 3
{
  "formula": "C18H21N3O6S",
  "method": "the ωB97M-V functional and the def2-TZVPD basis",
  "gap_ha": 0.3377,
  "relative_energy_kj_mol": 88.1,
  "smiles": "Cc1ccc(S(=O)(=O)N2CCOCC2)cc1C(=O)NNC(=O)c1ccoc1C",
  "multiplicity": 1,
  "charge": 0,
  "symbols": ["C", "C", "C", "C", "C", "C", "C", "C", "O", "N", "N", "C", "O", "C", "C", "O", "C", "C", "H", "H", "C", "H", "H", "H", "H", "H", "H", "S", "O", "O", "N", "C", "H", "C", "H", "O", "C", "H", "C", "H", "H", "H", "H", "H", "H", "H", "H", "H", "H"],
  "coordinates": [[-0.9363, 3.4072, 0.0797], [-0.6708, 2.2900, -0.8836], [-1.4481, 2.1973, -2.0367], [-1.2312, 1.2061, -2.9751], [-0.2024, 0.3053, -2.7759], [0.5921, 0.3761, -1.6534], [0.3492, 1.3518, -0.6886], [1.2492, 1.3366, 0.5025], [2.4564, 1.1962, 0.4452], [0.6139, 1.4767, 1.6893], [1.3267, 1.3691, 2.8779], [0.6354, 1.1867, 4.0326], [-0.5884, 1.2074, 4.0186], [1.4645, 1.0121, 5.2225], [0.9991, 0.8182, 6.5058], [2.0330, 0.6900, 7.3503], [3.1684, 0.7993, 6.6328], [2.8907, 0.9974, 5.3218], [3.6076, 1.1196, 4.5365], [4.0941, 0.7189, 7.1663], [-0.3810, 0.7363, 7.0385], [-0.5447, -0.2298, 7.5142], [-1.0835, 0.8660, 6.2212], [-0.5419, 1.5103, 7.7876], [2.3192, 1.2343, 2.7401], [-0.3870, 1.4316, 1.8456], [1.4052, -0.3227, -1.5303], [0.0488, -0.9755, -3.9977], [-0.0741, -0.4127, -5.3085], [1.2281, -1.7272, -3.6773], [-1.3423, -1.8952, -3.7224], [-1.7379, -2.7120, -4.8560], [-1.7941, -2.0595, -5.7266], [-3.0928, -3.3435, -4.5372], [-3.3983, -4.0250, -5.3320], [-3.0251, -4.1163, -3.3603], [-2.6151, -3.3388, -2.2627], [-2.5674, -4.0162, -1.4088], [-1.2515, -2.6894, -2.5146], [-0.9845, -2.0265, -1.6898], [-0.4772, -3.4625, -2.6172], [-3.3555, -2.5480, -2.0667], [-3.8449, -2.5494, -4.4193], [-0.9976, -3.5032, -5.0422], [-1.8258, 1.1285, -3.8706], [-2.2327, 2.9221, -2.1969], [-1.6822, 3.1111, 0.8177], [-0.0328, 3.7028, 0.6052], [-1.3291, 4.2700, -0.4532]],
  "lowdin_charge": [-0.0346, -0.2000, -0.0163, -0.0358, -0.2668, 0.0134, -0.0804, -0.4350, 0.0841, 0.1001, 0.1136, -0.4133, 0.0546, -0.0920, -0.2453, 0.0685, -0.1006, -0.0058, 0.1075, 0.1223, 0.0170, 0.0925, 0.0736, 0.0924, 0.1402, 0.1453, 0.1302, 0.6810, -0.2772, -0.2733, -0.2362, -0.1744, 0.1202, -0.1849, 0.1297, -0.1261, -0.1870, 0.1298, -0.1795, 0.1214, 0.1326, 0.1295, 0.1295, 0.1380, 0.1198, 0.1179, 0.0909, 0.0845, 0.0844]
}


Record 4
{
  "formula": "C13H9F3N3O4S",
  "method": "the ωB97M-V functional and the def2-TZVPD basis",
  "gap_ha": 0.2620,
  "relative_energy_kj_mol": 344.5,
  "multiplicity": 1,
  "charge": -1,
  "symbols": ["F", "C", "F", "F", "S", "N", "C", "O", "C", "C", "C", "O", "H", "H", "H", "H", "C", "N", "O", "O", "C", "C", "C", "C", "C", "N", "C", "C", "H", "H", "H", "H", "H"],
  "coordinates": [[3.1790, -0.9373, -1.4880], [2.8343, -0.4704, -0.2301], [3.4277, -1.2938, 0.6961], [3.3916, 0.7738, -0.1265], [0.9300, -0.5946, -0.1003], [0.9594, 0.2583, 1.5225], [0.4583, 1.5895, 1.4498], [0.4496, 2.2577, 0.4452], [-0.0249, 1.8355, 2.8485], [-0.5540, 0.4545, 3.2006], [0.4782, -0.4931, 2.6317], [0.7985, -1.6485, 2.9068], [0.8592, 2.0638, 3.4626], [-0.7340, 2.6910, 2.8341], [-0.7646, 0.3028, 4.2469], [-1.5056, 0.1914, 2.5362], [-2.2259, -0.7160, 1.4877], [-2.5252, -0.4501, 0.1122], [-2.2566, 0.6404, -0.4495], [-3.1890, -1.3501, -0.4892], [-2.3908, -2.1987, 1.6840], [-2.5363, -3.2534, 0.7483], [-3.0930, -4.4694, 1.1658], [-3.6033, -4.6068, 2.4722], [-4.4033, -5.7086, 2.9093], [-5.0973, -6.5514, 3.3322], [-3.3269, -3.6138, 3.4095], [-2.7354, -2.4301, 3.0201], [-3.1675, -0.2967, 1.9725], [-2.3330, -3.1869, -0.3126], [-3.2588, -5.2725, 0.4383], [-3.6656, -3.7503, 4.4329], [-2.7040, -1.5849, 3.7241]],
  "lowdin_charge": [0.0253, -0.7342, 0.0553, 0.0768, 1.0852, -0.1793, -0.5004, 0.0787, -0.0893, -0.1436, -0.4738, 0.0683, 0.1250, 0.1326, 0.1089, 0.0633, -0.1542, -0.3820, -0.0036, -0.0524, -0.1808, -0.0309, -0.0253, -0.2675, -0.2084, 0.1092, -0.0489, -0.0538, 0.1552, 0.1031, 0.1130, 0.1117, 0.1170]
}